Computed, not measured: a cluster of 10 separate species, C44H74F6O28 in total, with ωB97M-V/def2-TZVPD.

Output
HOMO energy (eV): -9.735
Spin multiplicity: 1
SMILES: CCOC(=O)C(F)(F)F.CCOC(=O)C(F)(F)F.C[C@H]1COC(=O)O1.C[C@H]1COC(=O)O1.C[C@H]1COC(=O)O1.C[C@H]1COC(=O)O1.C[C@H]1COC(=O)O1.C[C@H]1COC(=O)O1.COCCOCCOC.COCCOCCOC
Orbital gap (eV): 9.7571

CARTESIAN COORDINATES (ANGSTROEM)
C1 1.701 -6.928 -1.225
O1 -7.403 3.331 0.741
H1 -9.089 3.018 -0.586
H2 -5.291 5.295 -7.490
C2 0.497 2.913 -0.822
O2 -2.882 5.401 -6.624
H3 11.291 -2.448 6.663
O3 4.476 -0.957 5.093
C3 -2.131 -7.323 2.650
O4 -8.886 3.315 -5.138
C4 9.263 1.601 6.887
O5 -6.107 3.820 -6.171
C5 6.168 -0.764 2.059
C6 -6.478 2.361 0.627
O6 -5.121 -6.464 -5.098
C7 -1.951 5.966 -5.767
C8 -8.118 3.504 -0.499
H4 7.387 3.112 3.169
H5 2.559 -5.359 -3.469
C9 -3.914 4.814 -5.929
O7 -3.981 -5.681 8.061
O8 -0.406 3.277 -1.605
H6 -4.205 -9.369 3.211
C10 4.443 -4.848 -1.643
H7 10.501 -0.553 8.034
O9 2.740 -6.260 -0.730
H8 5.702 -0.735 1.074
C11 -3.950 -3.037 -2.489
H9 -3.678 -3.598 4.822
C12 7.383 3.338 4.235
F1 2.394 3.877 -1.739
H10 -3.399 -1.133 4.950
H11 0.043 -0.844 0.699
C13 1.989 -5.180 -2.557
C14 3.439 -0.795 4.283
C15 5.146 -1.509 2.994
O10 -3.943 -5.063 -3.750
O11 -5.811 -5.940 -3.060
H12 -6.791 2.915 -7.928
H13 -8.941 2.144 -6.976
H14 -4.385 5.467 -5.195
C16 -1.994 -9.446 3.418
H15 6.344 3.183 4.526
C17 -9.970 4.135 -5.558
C18 -8.198 5.028 -0.591
H16 -4.588 3.652 -7.528
C19 4.312 7.521 -5.593
H17 10.652 -3.844 4.871
C20 2.929 -5.023 -1.345
C21 5.568 -1.476 4.444
C22 -0.719 -0.121 0.988
H18 2.540 -4.176 -0.780
H19 -2.486 -10.923 4.904
H20 1.396 -4.272 -2.667
H21 -9.688 4.660 -6.471
H22 -5.597 -5.480 -0.963
C23 -2.099 -9.905 4.886
C24 -4.137 -4.615 -2.408
C25 -4.974 -5.845 -4.092
F2 2.544 10.811 -9.444
H23 5.431 9.290 -5.110
O12 -6.321 2.097 -0.675
O13 1.279 -7.947 -0.743
C26 1.742 3.781 -0.603
H24 9.203 1.622 7.975
O14 -4.342 -3.807 6.740
C27 8.094 2.374 6.337
O15 -1.517 -8.103 3.557
H25 9.590 -2.407 7.075
H26 -6.560 3.717 -1.843
C28 -2.081 -3.501 6.275
H27 -10.870 3.539 -5.709
H28 5.184 -2.573 2.762
H29 11.276 0.130 6.619
C29 -7.198 3.422 -7.053
C30 -3.769 -1.670 5.822
H30 3.496 7.544 -4.871
O16 3.821 -0.951 2.989
O17 -2.212 -4.563 7.146
H31 -3.002 -2.650 -2.864
H32 -1.213 5.193 -5.554
O18 2.393 -0.417 4.729
H33 8.913 -3.559 4.985
H34 6.328 0.279 2.330
H35 -7.858 1.774 -5.703
H36 -3.593 3.986 -5.296
H37 5.741 -2.460 4.881
O19 1.301 -6.390 -2.323
H38 -1.661 -0.670 0.974
C31 -7.171 2.917 -1.424
C32 -8.274 2.616 -6.255
O20 8.251 2.444 4.948
H39 -4.832 -1.428 5.809
H40 4.897 -5.663 -2.207
H41 -2.815 -9.227 5.351
O21 4.164 8.844 -8.626
H42 9.646 -3.200 3.449
H43 -7.676 4.350 -7.366
C33 -0.784 1.072 0.032
H44 -4.024 -2.719 -1.449
O22 -1.692 -6.173 2.333
H45 5.079 -4.636 -0.783
H46 10.238 2.066 6.739
O23 -5.886 1.812 1.546
H47 5.770 8.837 -6.643
C34 -3.557 -4.832 7.340
H48 -1.625 -2.668 6.811
O24 3.788 9.647 -6.537
H49 4.513 -3.936 -2.235
O25 10.095 -1.887 5.063
H50 7.159 1.826 6.450
F3 1.863 11.142 -7.438
O26 0.442 1.811 -0.001
H51 -0.930 0.687 -0.977
O27 -3.145 -8.011 2.011
H52 7.904 3.341 6.802
C35 -5.470 -5.098 -1.976
H53 5.127 6.844 -5.334
F4 2.516 3.347 0.442
H54 -3.449 -10.055 1.849
H55 -7.252 5.549 -0.735
H56 -6.165 -4.259 -1.969
C36 9.836 -3.210 4.522
H57 -8.685 5.346 0.332
H58 -8.796 5.272 -1.469
H59 -1.640 1.705 0.264
H60 -1.116 -9.996 5.348
H61 -10.089 4.949 -4.843
C37 -5.052 4.411 -6.898
O28 9.251 0.240 6.485
H62 -1.331 -10.154 2.920
H63 6.509 -0.951 4.607
H64 -3.394 -5.118 -1.789
H65 -0.471 0.191 2.002
H66 -2.367 6.539 -4.938
C38 10.407 -0.436 6.954
F5 1.311 4.985 -0.228
H67 7.696 4.361 4.442
H68 -4.737 -2.544 -3.060
H69 7.138 -1.243 1.926
H70 -3.422 -1.182 6.733
H71 -1.402 6.705 -6.350
C39 3.497 9.478 -7.812
H72 3.931 6.990 -6.465
C40 2.236 10.205 -8.320
C41 4.906 8.902 -5.983
F6 1.231 9.392 -8.623
H73 -7.699 2.320 -2.168
C42 -3.540 -3.187 5.822
C43 -3.315 -9.267 2.589
C44 10.353 -1.931 6.460
H74 -1.641 -3.760 5.312

=====

Computed, not measured: a structure of composition C17H29FMnO10V, with ωB97M-V/def2-TZVPD.

Output
HOMO energy (spin up / spin down) (eV): -14.483 / -14.483
Total charge: +2
Spin multiplicity: 7
<S²>: 12.080
Energy above the lowest of the compared OMol25 structures with the same formula, charge and spin (kcal per mole): 0.0
Orbital gap (spin up / spin down) (eV): 4.8040 / 5.3392

CARTESIAN COORDINATES (ANGSTROEM)
Mn1 -0.815 -3.862 -0.520
O1 0.342 -2.978 -2.068
H1 -6.152 1.437 -1.065
H2 -0.561 1.638 3.192
C1 0.383 -2.381 -3.140
H3 0.063 -0.784 -0.343
C2 0.091 1.177 3.943
C3 -0.228 -1.875 -5.334
H4 -0.210 -2.570 -6.171
V1 -2.687 -2.724 2.006
C4 1.928 2.506 4.251
C5 3.963 -1.127 2.993
C6 0.956 2.931 5.386
O2 -1.633 -1.917 0.274
C7 -5.080 1.453 -0.893
H5 -1.398 2.963 -2.452
H6 5.076 0.378 1.794
O3 3.057 2.845 4.092
O4 -4.048 -2.700 1.217
H7 -1.023 -1.171 -5.573
C8 1.087 -1.159 -5.040
O5 -4.777 1.393 -3.221
C9 3.282 -0.293 0.836
O6 2.052 -2.607 3.118
O7 -2.991 1.833 -1.894
H8 3.884 -0.849 0.109
H9 -2.681 2.877 -3.633
H10 -4.837 2.323 -0.282
H11 2.412 -1.902 -3.427
C10 -0.863 -0.699 0.232
C11 -4.275 1.527 -2.137
H12 -4.867 0.548 -0.318
F1 -2.325 -4.584 0.833
H13 0.322 1.095 6.084
O8 2.405 -1.345 1.301
H14 2.810 0.514 0.279
H15 -0.996 0.430 -2.802
O9 1.401 1.486 3.499
H16 -0.458 -0.404 1.204
C12 4.074 0.093 2.107
H17 1.421 -0.478 -2.977
C13 1.467 -1.384 -3.580
C14 -0.052 1.788 5.330
H18 -1.085 2.063 5.533
H19 -0.675 1.148 -4.329
H20 3.512 0.945 2.489
H21 -2.166 0.423 -4.153
C15 -1.466 1.036 -3.582
H22 3.909 -0.725 4.004
H23 -0.055 0.096 3.929
C16 -2.123 2.290 -2.903
C17 2.732 -1.821 2.511
H24 -1.457 0.116 -0.179
H25 1.015 -0.106 -5.307
H26 0.546 3.908 5.135
H27 1.509 2.956 6.319
H28 4.839 -1.777 2.948
H29 1.981 -1.506 -5.559
O10 -0.535 -2.486 -4.065

=====

Computed, not measured: a structure of composition C34H34BBaN14O2S, with ωB97M-V/def2-TZVPD.

Output
HOMO energy (spin up / spin down) (eV): -6.529 / -6.523
Spin multiplicity: 2
<S²>: 0.817
Energy above the lowest of the compared OMol25 structures with the same formula, charge and spin (kcal per mole): 8.7
Orbital gap (spin up / spin down) (eV): 6.3547 / 3.7675

CARTESIAN COORDINATES (ANGSTROEM)
H1 -4.348 1.350 6.316
H2 5.524 2.368 0.792
O1 -0.645 -2.554 -2.124
H3 3.289 -3.772 1.435
H4 -2.033 2.731 -2.033
C1 1.959 -5.058 -0.417
N1 -2.932 1.566 3.394
H5 1.980 2.100 4.512
N2 -2.531 -0.307 1.807
N3 0.253 -4.630 -1.992
H6 -0.446 -6.100 -3.288
H7 -2.803 0.404 -5.993
H8 -0.670 2.673 4.154
N4 -2.133 2.092 1.065
H9 -1.694 -4.973 -2.696
C2 -0.655 0.806 -5.575
C3 4.381 -2.448 -2.280
H10 6.031 1.031 -2.283
C4 4.506 4.249 0.690
C5 5.568 0.049 -2.285
C6 -2.141 3.942 -0.140
N5 2.653 -3.187 0.928
H11 -2.113 0.463 5.015
H12 -4.357 -0.366 2.886
C7 3.434 1.166 -3.027
C8 -2.673 -2.178 0.777
H13 -5.658 2.809 4.385
C9 1.278 1.629 3.846
H14 7.355 -0.958 -1.669
O2 1.164 2.076 0.074
B1 -2.038 1.092 2.238
H15 -4.681 -2.740 1.581
N6 -0.867 0.544 -3.314
H16 3.770 1.479 -4.027
H17 2.535 -2.226 1.202
C10 3.446 2.079 0.430
C11 -2.920 1.085 4.663
S1 3.523 0.405 0.356
N7 0.381 0.231 2.318
H18 -2.202 4.973 -0.441
H19 3.713 1.979 -2.344
Ba1 0.022 -0.045 -0.800
H20 3.143 5.932 0.531
C12 -4.722 2.277 4.309
C13 2.143 4.095 0.301
C14 -1.986 0.502 -5.295
N8 -1.896 -1.118 0.934
H21 2.644 -5.740 0.060
C15 1.401 1.001 -4.125
H22 1.117 -6.493 -1.749
C16 3.639 -1.329 -2.634
H23 1.140 4.470 0.160
C17 4.586 2.886 0.655
C18 6.311 -1.066 -1.937
C19 1.489 0.552 2.975
C20 -0.056 1.926 3.681
C21 4.222 -0.066 -2.633
H24 -0.546 -4.434 -3.917
C22 0.181 -3.288 -1.599
H25 -0.206 0.990 -6.539
H26 5.389 4.849 0.858
C23 1.128 -5.470 -1.397
N9 -0.576 1.063 2.783
N10 2.006 0.963 -2.986
C24 -2.058 0.357 -3.901
H27 1.982 1.201 -5.036
C25 1.873 -3.679 -0.047
H28 2.398 -0.006 2.816
C26 3.253 4.857 0.508
C27 -3.700 -0.863 2.192
C28 0.008 0.799 -4.338
H29 -2.370 -2.968 0.107
C29 5.717 -2.322 -1.928
C30 -2.077 2.803 -0.957
H30 -2.270 3.933 2.091
C31 -0.666 -5.065 -3.039
C32 -3.854 -2.055 1.520
H31 6.295 -3.195 -1.655
N11 1.043 -2.846 -0.642
H32 3.913 -3.426 -2.286
N12 -4.063 2.273 3.165
N13 2.223 2.732 0.257
H33 -2.935 0.125 -3.310
C33 -4.052 1.529 5.297
C34 -2.174 3.434 1.141
H34 2.598 -1.425 -2.916
N14 -2.067 1.695 -0.226

=====

Computed, not measured: a structure of composition C5H12N2O, with ωB97M-V/def2-TZVPD.

Output
HOMO energy (eV): -7.985
Spin multiplicity: 1
Energy above the lowest of the compared OMol25 structures with the same formula, charge and spin (kcal per mole): 209.5
Orbital gap (eV): 8.0673

CARTESIAN COORDINATES (ANGSTROEM)
C1 0.217 0.157 -1.460
H1 -0.704 1.437 0.055
H2 2.277 0.927 -1.621
C2 -1.804 0.308 1.581
H3 1.416 -4.200 1.775
H4 -2.623 -0.226 -1.763
H5 0.370 -0.121 0.910
C3 -1.021 0.442 -0.689
H6 -2.407 0.916 0.827
O1 2.182 0.065 0.620
H7 -2.221 -0.691 1.717
H8 0.662 -0.835 -1.167
N1 1.250 1.309 -1.288
H9 -1.773 0.713 2.578
C4 2.238 0.953 -0.272
H10 3.076 1.628 -0.216
H11 -0.003 0.077 -2.544
N2 -2.378 0.501 -1.072
H12 1.825 -3.776 1.277
C5 -0.577 0.414 0.753

=====

Computed, not measured: a structure of composition C25H30Br2CaIN2O6, with ωB97M-V/def2-TZVPD.

Output
HOMO energy (eV): -8.213
Total charge: +1
Spin multiplicity: 1
Energy above the lowest of the compared OMol25 structures with the same formula, charge and spin (kcal per mole): 0.0
Orbital gap (eV): 5.5137

CARTESIAN COORDINATES (ANGSTROEM)
H1 -0.697 -3.003 0.567
C1 -0.517 1.312 -4.192
C2 -0.334 3.233 0.137
O1 -0.134 -1.033 0.753
O2 0.216 -1.938 -1.807
H2 -1.040 0.006 2.259
H3 1.781 2.074 1.075
O3 1.997 0.619 -0.448
H4 0.773 -0.857 -4.913
C3 2.314 -0.151 1.807
O4 -0.565 2.448 -2.098
H5 0.110 -1.279 2.784
C4 -1.217 3.225 -1.090
Br1 4.917 -3.037 3.312
C5 2.412 -1.226 4.022
H6 1.107 -2.885 -3.432
H7 1.080 -3.636 -0.970
C6 4.509 -1.587 0.940
O5 -0.229 0.161 -3.398
C7 -4.368 -1.445 -1.671
H8 2.885 -1.923 4.692
H9 -2.202 2.796 -0.873
H10 -0.978 1.704 3.752
C8 -3.101 -0.895 -1.794
N1 -2.592 -0.042 -0.904
H11 -2.890 0.977 0.861
Ca1 -0.047 0.352 -1.107
H12 1.955 -2.113 -0.690
N2 1.023 0.499 2.255
C9 -0.015 1.722 4.281
H13 0.878 -2.745 1.371
H14 0.669 3.566 -0.145
H15 -1.350 4.253 -1.435
C10 0.224 -2.417 0.561
H16 -6.132 -1.506 -0.442
H17 -1.435 3.227 -3.818
C11 0.966 -2.571 -0.751
H18 1.919 -1.409 -2.857
C12 0.946 -1.877 -3.041
H19 5.381 -2.132 0.604
H20 1.392 -0.182 5.576
H21 0.422 1.761 -4.527
H22 -2.471 -1.154 -2.636
Br2 4.458 -0.581 -1.719
C13 -4.610 -0.214 0.358
H23 -1.119 1.039 -5.061
H24 -5.178 0.080 1.229
C14 -1.301 2.268 -3.312
C15 -5.139 -1.097 -0.572
H25 0.317 2.765 4.307
H26 -0.742 3.920 0.882
C16 1.581 -0.231 4.509
C17 0.148 -1.061 -4.041
C18 0.862 1.857 1.606
H27 0.687 2.580 2.391
H28 -0.230 1.446 5.312
O6 -0.247 1.909 0.703
C19 3.866 -0.714 0.077
I1 -5.060 -2.761 -3.118
C20 0.993 0.741 3.754
C21 2.904 -1.073 2.704
C22 4.025 -1.782 2.208
C23 -0.103 -0.504 2.048
C24 -3.337 0.286 0.154
H29 -2.283 1.846 -3.075
H30 -0.757 -1.584 -4.364
C25 2.703 -0.025 0.446

=====

Computed, not measured: an isolated molecule of C2H2N2O4, with ωB97M-V/def2-TZVPD.

Output
HOMO energy (eV): -10.513
Spin multiplicity: 1
SMILES: O=c1nc(O)on1O
Energy above the lowest of the compared OMol25 structures with the same formula, charge and spin (kcal per mole): 72.7
Orbital gap (eV): 10.3018

CARTESIAN COORDINATES (ANGSTROEM)
N1 0.328 -1.460 -0.216
N2 -0.948 0.467 -0.683
H1 -1.710 0.887 1.091
O1 -1.584 1.433 0.191
O2 0.509 0.688 -0.487
O3 -1.896 -1.480 0.117
O4 2.420 -0.140 0.201
C1 1.145 -0.374 -0.191
C2 -0.851 -0.923 -0.294
H2 2.587 0.901 0.272

=====

Computed, not measured: a cluster of 2 separate species, C2H3NO3 in total, with ωB97M-V/def2-TZVPD.

Output
HOMO energy (spin up / spin down) (eV): -9.959 / -10.033
Spin multiplicity: 1
Energy above the lowest of the compared OMol25 structures with the same formula, charge and spin (kcal per mole): 150.8
Orbital gap (spin up / spin down) (eV): 8.6562 / 8.4985

CARTESIAN COORDINATES (ANGSTROEM)
H1 0.997 -1.404 0.244
H2 1.121 0.756 1.362
O1 -2.179 -0.410 -0.990
C1 1.000 0.776 0.262
O2 0.948 1.835 -0.336
H3 0.760 -0.587 -1.409
N1 -1.629 -0.301 0.036
O3 -1.871 -0.153 1.171
C2 0.853 -0.512 -0.338

=====

no.,strongest force on any atom (eV/Å),calculated total energy (eV)
1,5.7,-120456.73346
2,7.0,-98283.00442
3,0.7,-72975.55858
4,6.0,-10399.33766
5,0.1,-208295.99212
6,8.5,-13272.02192
7,2.6,-9749.54930